Entry 1:
{"formula": "C14H27MnN7O7", "method": "ωB97M-V/def2-TZVPD", "total_charge": 1, "lumo_ev": [-4.08, -5.31], "total_energy_ev": -71023.78755, "s2": 6.496, "gap_ha": [0.2752, 0.2233], "spin_multiplicity": 5, "species": ["O", "H", "Mn", "N", "N", "N", "N", "O", "O", "O", "O", "C", "C", "C", "C", "C", "H", "H", "H", "C", "H", "H", "H", "C", "C", "H", "H", "H", "H", "H", "H", "H", "H", "C", "H", "H", "H", "O", "H", "H", "C", "N", "C", "C", "C", "N", "C", "O", "N", "H", "H", "H", "H", "H", "H", "H"], "xyz": [[1.697, -2.415, -0.397], [1.306, -3.293, -0.261], [0.206, -0.487, -0.262], [-1.624, 0.043, 0.451], [-1.042, -1.497, -1.411], [0.681, 1.465, -0.027], [1.414, -0.166, -1.725], [-2.035, 1.113, 1.041], [-0.039, 2.460, 0.487], [1.402, -0.848, -2.880], [-0.761, -1.984, -2.572], [-2.210, -1.830, -0.793], [-2.512, -0.980, 0.317], [1.859, 1.814, -0.598], [2.262, 0.882, -1.617], [-3.735, -1.023, 1.154], [-4.536, -0.421, 0.692], [-3.507, -0.603, 2.145], [-4.089, -2.057, 1.271], [-3.079, -2.932, -1.276], [-2.600, -3.425, -2.131], [-4.072, -2.573, -1.583], [-3.229, -3.673, -0.476], [2.560, 3.107, -0.347], [3.380, 1.154, -2.565], [2.137, 3.609, 0.535], [2.473, 3.781, -1.220], [3.635, 2.929, -0.163], [3.435, 0.385, -3.345], [4.351, 1.174, -2.043], [3.251, 2.135, -3.050], [-0.950, 1.965, 0.767], [0.477, -1.409, -2.790], [1.017, -1.277, 1.147], [0.049, -1.660, 1.558], [1.500, -0.333, 1.477], [1.660, -2.031, 1.603], [2.764, -2.743, 3.413], [3.372, -2.063, 3.752], [1.917, -2.556, 3.843], [-4.802, 3.057, -1.046], [-3.476, 2.904, -1.613], [-2.735, 3.943, -2.045], [-1.523, 3.692, -2.632], [-1.107, 2.331, -2.685], [-1.691, 1.366, -2.003], [-3.003, 1.593, -1.672], [-3.812, 0.700, -1.385], [-0.027, 1.980, -3.420], [-5.119, 4.096, -1.120], [-4.777, 2.750, 0.004], [-5.509, 2.399, -1.557], [-3.166, 4.930, -1.900], [-0.886, 4.463, -3.053], [0.223, 1.001, -3.515], [0.459, 2.659, -3.989]], "lowdin_spin": [-0.291, -0.004, 3.179, 0.201, 0.172, 0.058, -0.070, 0.321, 0.024, -0.035, 0.323, 0.017, 0.015, -0.001, 0.069, 0.001, 0.002, 0.000, -0.001, -0.001, 0.000, 0.001, -0.001, -0.002, 0.011, 0.000, 0.000, -0.001, 0.000, 0.003, 0.004, -0.001, -0.002, -0.031, 0.015, 0.003, 0.012, 0.002, 0.000, 0.000, 0.000, 0.001, 0.000, 0.001, 0.001, 0.009, 0.000, -0.003, 0.001, 0.000, 0.000, 0.000, 0.000, 0.000, 0.000, 0.000]}

=====

Entry 2:
{"formula": "C14H27N2O2", "method": "ωB97M-V/def2-TZVPD", "total_charge": 1, "lumo_ev": -2.35, "total_energy_ev": -22026.10623, "gap_ha": 0.3863, "smiles": "CC[C@@H]1CCCCN1C(=O)C[NH2+]C[C@H]1CCCO1", "species": ["C", "C", "C", "C", "C", "C", "C", "N", "C", "O", "C", "N", "C", "C", "C", "C", "C", "O", "H", "H", "H", "H", "H", "H", "H", "H", "H", "H", "H", "H", "H", "H", "H", "H", "H", "H", "H", "H", "H", "H", "H", "H", "H", "H", "H"], "xyz": [[-3.316, 3.325, 2.211], [-2.433, 2.259, 1.570], [-0.992, 2.746, 1.429], [-0.789, 3.743, 0.284], [0.626, 4.318, 0.329], [1.663, 3.198, 0.319], [1.355, 2.193, 1.433], [0.009, 1.677, 1.246], [-0.248, 0.520, 0.678], [-1.348, 0.096, 0.314], [0.921, -0.494, 0.445], [0.253, -1.666, -0.128], [0.643, -2.109, -1.478], [-0.043, -3.471, -1.709], [0.564, -4.251, -2.881], [1.574, -5.166, -2.186], [0.872, -5.443, -0.861], [0.173, -4.242, -0.533], [-3.374, 4.217, 1.594], [-4.322, 2.937, 2.337], [-2.935, 3.606, 3.191], [-2.839, 1.985, 0.597], [-2.447, 1.370, 2.202], [-0.717, 3.234, 2.372], [-0.963, 3.233, -0.666], [-1.515, 4.548, 0.372], [0.745, 4.913, 1.236], [0.786, 4.977, -0.524], [1.643, 2.687, -0.646], [2.663, 3.605, 0.466], [1.391, 2.699, 2.401], [2.088, 1.389, 1.448], [1.416, -0.735, 1.385], [1.645, -0.086, -0.260], [0.293, -2.518, 0.452], [-0.782, -1.274, -0.119], [0.335, -1.378, -2.224], [1.728, -2.239, -1.513], [-1.122, -3.311, -1.831], [-0.206, -4.845, -3.369], [1.018, -3.593, -3.618], [2.520, -4.648, -2.020], [1.769, -6.076, -2.745], [0.148, -6.259, -0.963], [1.551, -5.669, -0.039]], "mulliken_charge": [-1.416, -0.626, -0.086, -0.591, -0.743, -0.537, -0.949, 0.124, 1.051, -0.721, -1.164, 0.046, -1.068, 0.435, -0.817, -0.571, -0.470, -0.538, 0.353, 0.408, 0.361, 0.292, 0.392, 0.358, 0.256, 0.369, 0.310, 0.373, 0.273, 0.390, 0.394, 0.419, 0.350, 0.345, 0.453, 0.409, 0.315, 0.438, 0.440, 0.354, 0.356, 0.232, 0.399, 0.277, 0.326]}

=====

Entry 3:
{"formula": "C14H27N2O4OsP", "method": "ωB97M-V/def2-TZVPD", "total_charge": 4, "lumo_ev": [-12.99, -15.50], "total_energy_ev": -37835.93043, "s2": 6.018, "gap_ha": [0.3613, 0.2676], "spin_multiplicity": 5, "species": ["Os", "C", "O", "C", "C", "O", "C", "H", "H", "H", "H", "H", "H", "H", "H", "H", "H", "C", "P", "C", "C", "H", "H", "H", "H", "H", "H", "H", "H", "H", "O", "C", "N", "C", "O", "C", "C", "C", "C", "N", "C", "H", "H", "H", "H", "H", "H", "H", "H"], "xyz": [[0.299, 0.155, 0.080], [-2.512, 1.346, -0.962], [-1.450, 0.328, -1.058], [-1.963, -0.985, -1.488], [-0.767, -1.793, -1.877], [0.224, -1.695, -0.767], [1.298, -2.713, -0.949], [-2.976, 1.426, -1.943], [-2.029, 2.280, -0.697], [-3.232, 1.032, -0.207], [-2.619, -0.839, -2.348], [-2.530, -1.416, -0.660], [-0.274, -1.425, -2.778], [-1.025, -2.846, -1.999], [0.809, -3.682, -1.004], [1.943, -2.653, -0.082], [1.830, -2.475, -1.868], [2.572, -1.753, 2.156], [1.433, -0.358, 2.166], [0.114, -0.737, 3.339], [2.358, 1.061, 2.780], [3.056, -1.754, 3.138], [3.346, -1.650, 1.396], [2.039, -2.698, 2.050], [0.579, -0.848, 4.324], [-0.371, -1.678, 3.078], [-0.633, 0.055, 3.403], [2.841, 0.746, 3.709], [1.703, 1.900, 3.007], [3.136, 1.361, 2.077], [-1.747, 6.941, 4.014], [-1.131, 7.478, 2.964], [-0.493, 6.628, 2.026], [-0.465, 5.262, 2.145], [-1.039, 4.707, 3.066], [0.278, 4.436, 1.120], [1.249, 4.922, 0.252], [1.884, 4.042, -0.616], [1.533, 2.710, -0.586], [0.602, 2.224, 0.272], [-0.016, 3.075, 1.109], [-1.691, 5.940, 3.990], [-0.431, 8.286, 3.343], [-1.851, 8.197, 2.463], [-0.082, 7.095, 1.226], [1.540, 5.965, 0.235], [2.642, 4.382, -1.309], [2.005, 2.005, -1.265], [-0.761, 2.675, 1.787]], "lowdin_spin": [2.520, 0.009, 0.118, 0.004, 0.004, 0.124, 0.011, 0.002, 0.001, 0.001, 0.001, 0.001, 0.002, 0.001, 0.002, 0.001, 0.002, 0.014, 0.051, 0.006, 0.018, 0.002, 0.000, 0.000, 0.000, 0.000, 0.001, 0.003, 0.000, 0.001, 0.431, 0.184, 0.116, 0.005, 0.072, 0.003, 0.005, 0.001, 0.025, 0.033, 0.015, 0.000, 0.099, 0.098, 0.000, 0.000, 0.000, 0.008, 0.003]}

=====

Entry 4:
{"formula": "C14H28BCl14F4", "method": "ωB97M-V/def2-TZVPD", "total_charge": -1, "lumo_ev": 2.25, "total_energy_ev": -201844.30152, "gap_ha": 0.3770, "species": ["B", "F", "F", "F", "F", "Cl", "C", "C", "Cl", "H", "H", "H", "H", "Cl", "C", "C", "Cl", "H", "H", "H", "H", "Cl", "C", "C", "Cl", "H", "H", "H", "H", "Cl", "C", "C", "Cl", "H", "H", "H", "H", "Cl", "C", "C", "Cl", "H", "H", "H", "H", "Cl", "C", "C", "Cl", "H", "H", "H", "H", "Cl", "C", "C", "Cl", "H", "H", "H", "H"], "xyz": [[1.154, 0.224, 0.031], [0.108, 0.137, -0.919], [0.611, 0.434, 1.320], [1.883, -0.989, 0.062], [2.001, 1.272, -0.372], [-1.946, 3.351, -1.227], [-2.162, 1.828, -0.291], [-3.208, 2.010, 0.771], [-2.728, 3.112, 2.077], [-1.167, 1.582, 0.048], [-2.466, 1.112, -1.052], [-3.521, 1.033, 1.140], [-4.119, 2.423, 0.338], [0.376, -3.005, -1.484], [1.039, -4.205, -0.337], [2.219, -4.972, -0.901], [3.606, -3.960, -1.217], [0.228, -4.859, -0.024], [1.375, -3.644, 0.532], [2.014, -5.567, -1.791], [2.510, -5.726, -0.162], [3.394, -2.912, 2.190], [3.458, -1.210, 2.663], [2.441, -0.933, 3.752], [2.933, -1.494, 5.397], [3.141, -0.600, 1.817], [4.463, -0.899, 2.931], [1.493, -1.409, 3.524], [2.236, 0.135, 3.809], [-4.054, -3.285, -2.662], [-2.832, -2.384, -3.584], [-2.555, -1.047, -2.928], [-3.973, 0.001, -2.771], [-3.260, -2.307, -4.581], [-1.939, -3.002, -3.625], [-1.774, -0.490, -3.447], [-2.129, -1.175, -1.931], [2.983, 3.768, 3.202], [1.849, 3.229, 1.991], [0.605, 4.086, 1.894], [0.976, 5.633, 1.088], [1.526, 2.213, 2.215], [2.322, 3.180, 1.012], [0.256, 4.354, 2.892], [-0.228, 3.583, 1.416], [2.017, 1.767, -3.883], [0.825, 2.931, -3.168], [1.548, 4.024, -2.397], [2.637, 4.936, -3.473], [0.228, 2.341, -2.482], [0.228, 3.330, -3.982], [2.163, 3.617, -1.603], [0.766, 4.689, -2.033], [-0.646, -2.525, 2.294], [-1.988, -1.542, 1.566], [-2.938, -2.542, 0.958], [-4.445, -1.718, 0.378], [-1.464, -0.863, 0.894], [-2.353, -0.903, 2.368], [-3.212, -3.259, 1.721], [-2.504, -2.909, 0.034]], "mulliken_charge": [0.266, -0.098, -0.401, -0.254, -0.434, -0.212, 1.628, -0.007, -0.207, -0.854, -0.757, 0.095, 0.373, -0.137, 0.126, -0.600, -0.151, 0.408, -0.392, 0.360, 0.314, -0.187, 0.163, 0.231, -0.254, -0.345, 0.450, -0.153, 0.066, -0.193, -0.531, 0.281, -0.195, 0.372, 0.288, 0.391, -0.414, -0.239, 0.657, 0.430, -0.218, -0.421, -0.006, 0.417, -0.660, -0.224, 0.313, -0.018, -0.229, -0.606, 0.456, 0.046, 0.205, -0.206, 0.184, -0.296, -0.207, -0.382, 0.439, 0.458, 0.069]}

=====

Entry 5:
{"formula": "C14H28BCl16IN2O3", "method": "ωB97M-V/def2-TZVPD", "lumo_ev": 0.22, "total_energy_ev": -233228.20920, "gap_ha": 0.3581, "smiles": "CCB(O)CO[C@@H](I)CNOC#N.ClCCl.ClCCl.ClCCl.ClCCl.ClCCl.ClCCl.ClCCl.ClCCl", "species": ["C", "C", "B", "O", "C", "O", "C", "I", "C", "N", "O", "C", "N", "H", "H", "H", "H", "H", "H", "H", "H", "H", "H", "H", "H", "Cl", "C", "Cl", "H", "H", "Cl", "C", "Cl", "H", "H", "Cl", "C", "Cl", "H", "H", "Cl", "C", "Cl", "H", "H", "Cl", "C", "Cl", "H", "H", "Cl", "C", "Cl", "H", "H", "Cl", "C", "Cl", "H", "H", "Cl", "C", "Cl", "H", "H"], "xyz": [[-2.263, -1.651, -5.108], [-1.353, -2.580, -4.263], [-1.910, -2.957, -2.846], [-3.102, -2.429, -2.412], [-1.196, -3.982, -1.816], [-0.750, -3.389, -0.598], [0.318, -2.507, -0.627], [1.881, -2.805, -2.090], [-0.128, -1.031, -0.715], [0.855, -0.188, -0.059], [0.424, 1.179, -0.123], [0.840, 1.693, -1.240], [1.205, 1.866, -2.321], [-2.560, -2.148, -6.031], [-1.756, -0.714, -5.335], [-3.189, -1.381, -4.598], [-0.388, -2.079, -4.139], [-1.170, -3.501, -4.827], [-3.532, -3.058, -1.814], [-0.460, -4.639, -2.291], [-2.003, -4.668, -1.516], [0.831, -2.608, 0.338], [-1.162, -0.891, -0.382], [-0.111, -0.758, -1.778], [0.878, -0.424, 0.930], [-7.110, -2.227, -3.058], [-6.688, -2.096, -1.347], [-5.639, -3.422, -0.828], [-6.166, -1.159, -1.189], [-7.597, -2.126, -0.759], [2.881, 2.757, 0.114], [3.418, 4.412, -0.156], [2.907, 5.494, 1.151], [4.500, 4.424, -0.211], [2.990, 4.769, -1.087], [5.179, -2.856, 1.555], [3.590, -3.599, 1.388], [2.321, -2.563, 2.061], [3.387, -3.757, 0.335], [3.584, -4.543, 1.920], [-11.601, -1.327, -2.262], [-10.610, -2.047, -3.539], [-11.107, -1.499, -5.145], [-9.578, -1.759, -3.378], [-10.714, -3.125, -3.493], [6.101, 7.694, 2.384], [4.721, 7.417, 3.449], [5.225, 7.261, 5.140], [4.040, 8.256, 3.365], [4.227, 6.502, 3.148], [0.608, -0.130, 3.627], [-0.609, -1.375, 3.935], [-1.586, -1.699, 2.499], [-0.100, -2.290, 4.220], [-1.257, -1.037, 4.735], [8.257, -0.651, -1.990], [7.148, -0.410, -0.633], [5.462, -0.400, -1.149], [7.288, -1.218, 0.076], [7.374, 0.542, -0.166], [2.538, 8.255, 8.664], [3.106, 6.670, 8.127], [2.131, 5.360, 8.806], [3.043, 6.626, 7.047], [4.132, 6.541, 8.448]], "mulliken_charge": [-1.119, -0.303, 0.922, -0.571, -0.790, -0.380, 0.117, 0.018, -0.753, 0.306, -0.338, 0.601, -0.495, 0.312, 0.322, 0.215, 0.163, 0.436, 0.099, 0.310, 0.280, -0.056, 0.336, 0.400, -0.089, -0.175, -0.234, -0.199, 0.266, 0.318, -0.067, -0.320, -0.165, 0.268, 0.295, -0.143, -0.113, -0.054, -0.057, 0.356, -0.164, 0.183, -0.158, -0.134, 0.286, -0.157, -0.053, -0.159, 0.318, 0.047, -0.131, -0.339, -0.074, 0.270, 0.351, -0.172, -0.213, -0.073, 0.151, 0.298, -0.151, -0.057, -0.162, 0.116, 0.252]}

=====

Entry 6:
{"formula": "C14H28BEuN8O2", "method": "ωB97M-V/def2-TZVPD", "total_charge": 2, "lumo_ev": [-7.31, -5.70], "total_energy_ev": -50980.69910, "s2": 12.025, "gap_ha": [0.2592, 0.3198], "spin_multiplicity": 7, "species": ["Eu", "N", "C", "C", "C", "N", "C", "C", "N", "C", "H", "H", "H", "H", "H", "H", "H", "H", "H", "H", "H", "H", "H", "H", "H", "H", "B", "N", "C", "C", "C", "N", "N", "C", "C", "C", "N", "H", "H", "H", "H", "H", "H", "H", "H", "N", "C", "C", "O", "O", "H", "H", "H", "H"], "xyz": [[-0.078, -0.863, 0.441], [-0.878, 2.603, -1.793], [-1.486, 1.248, -1.985], [-2.880, 1.207, -1.382], [-3.327, -0.238, -1.179], [-2.655, -0.817, 0.036], [-3.076, -1.088, -2.426], [-1.721, -0.880, -3.104], [-0.625, -1.471, -2.267], [-1.445, 0.612, -3.354], [-0.597, 2.559, -0.777], [-1.530, 3.366, -1.969], [-0.048, 2.756, -2.366], [-0.849, 0.604, -1.409], [-3.582, 1.700, -2.061], [-2.906, 1.743, -0.430], [-4.400, -0.232, -0.995], [-3.112, -1.707, 0.223], [-2.919, -0.229, 0.826], [-3.852, -0.845, -3.153], [-3.215, -2.148, -2.190], [-1.742, -1.387, -4.068], [0.262, -1.335, -2.749], [-0.758, -2.480, -2.288], [-2.212, 1.014, -4.020], [-0.476, 0.742, -3.846], [3.302, -0.913, 1.920], [3.142, -1.487, 0.490], [4.105, -1.612, -0.424], [3.609, -2.303, -1.520], [2.295, -2.574, -1.175], [1.998, -2.078, 0.042], [2.490, 0.462, 1.995], [2.615, 1.355, 2.903], [1.512, 2.377, 2.989], [0.177, 1.586, 2.992], [1.439, 0.545, 1.120], [4.456, -0.719, 2.172], [2.735, -1.654, 2.700], [5.096, -1.228, -0.233], [4.138, -2.598, -2.411], [1.575, -3.168, -1.719], [3.453, 1.276, 3.587], [1.685, 3.194, 3.680], [-0.627, 2.303, 3.135], [-0.101, -0.985, 3.021], [-0.048, 0.313, 3.804], [0.489, 1.573, 1.479], [1.203, 2.822, 1.638], [-0.507, 1.484, 0.577], [-0.680, -1.623, 3.558], [0.832, -1.398, 3.068], [0.720, 0.218, 4.571], [-0.996, 0.396, 4.327]], "lowdin_spin": [6.094, 0.000, 0.001, 0.000, 0.000, -0.006, 0.000, 0.000, -0.005, 0.000, 0.000, 0.000, 0.000, 0.000, 0.000, 0.000, 0.000, 0.000, 0.000, 0.000, 0.000, 0.000, 0.000, 0.000, 0.000, 0.000, 0.001, 0.001, -0.001, -0.001, -0.001, -0.010, 0.000, -0.012, -0.001, -0.002, -0.033, 0.000, 0.000, 0.000, 0.000, 0.000, -0.001, 0.000, 0.000, -0.009, 0.000, 0.000, 0.000, -0.015, 0.000, 0.000, 0.000, 0.000]}